{
  "formula": "C6H12O",
  "method": "ωB97M-V/def2-TZVPD",
  "lumo_energy_ev": 1.0,
  "max_force_ev_per_a": 1.3,
  "relative_energy_kj_mol": 98.7,
  "charge": 0,
  "symbols": ["C", "C", "C", "C", "C", "C", "O", "H", "H", "H", "H", "H", "H", "H", "H", "H", "H", "H", "H"],
  "coordinates": [[0.25155, 1.54411, 0.22262], [-1.23976, 1.20381, 0.21930], [-1.48005, -0.23546, -0.25841], [-0.53082, -1.16819, 0.50546], [0.95365, -0.83268, 0.45883], [1.62464, -0.87979, -0.89407], [1.62549, -0.71331, 1.47029], [0.84617, 0.88448, 0.85903], [0.49004, 2.46688, 0.73180], [0.65710, 1.57391, -0.79741], [-1.62881, 1.30181, 1.24050], [-1.79207, 1.91813, -0.40448], [-1.33064, -0.31960, -1.34367], [-2.52154, -0.54267, -0.07426], [-0.57608, -2.19204, 0.11629], [-0.80586, -1.18602, 1.56310], [2.44367, -0.15989, -0.96960], [0.95692, -0.78054, -1.75539], [2.05640, -1.88294, -0.88994]],
  "atomic_forces_ev_per_a": [[0.00, 0.59, 0.11], [0.04, 0.10, 0.09], [0.21, 0.05, -0.01], [0.07, -0.16, 0.17], [0.41, -0.94, 0.31], [0.14, -0.17, -0.07], [-0.12, -0.91, -0.28], [-0.66, 0.88, -0.62], [-0.38, 0.83, -0.25], [-0.01, 0.05, 0.32], [0.01, 0.00, -0.12], [0.05, -0.14, 0.13], [0.10, 0.06, 0.18], [0.33, 0.08, -0.02], [-0.21, 0.00, 0.03], [0.00, -0.08, -0.06], [-0.16, -0.14, 0.14], [0.03, -0.03, 0.26], [0.14, -0.05, -0.32]],
  "mulliken_charge": [-0.956, -0.403, -0.570, -0.694, 0.765, -1.287, -0.653, 0.216, 0.421, 0.248, 0.276, 0.327, 0.305, 0.308, 0.340, 0.276, 0.330, 0.323, 0.430]
}